Record 1
Molecular formula: C54H54BaBr2F3N12O3S2Si
Method: DFT, wB97M-V/def2-TZVPD

Positions of all 132 atoms, in Å:
Ba -0.282 -1.666 0.371
Br -3.510 -1.563 -6.817
C -2.714 -2.192 -5.209
C -2.067 -1.303 -4.366
C -1.530 -1.762 -3.181
C -1.665 -3.105 -2.807
C -2.264 -3.991 -3.718
C -2.787 -3.541 -4.911
N -1.204 -3.504 -1.573
C -1.781 -4.468 -0.952
C -1.422 -4.894 0.372
C -1.991 -6.059 0.915
C -1.719 -6.400 2.223
C -0.896 -5.562 2.967
C -0.369 -4.441 2.342
N -0.602 -4.119 1.089
H -1.981 -0.263 -4.638
H -1.020 -1.075 -2.521
H -2.296 -5.047 -3.495
H -3.249 -4.235 -5.598
H -2.650 -4.983 -1.379
H -2.639 -6.677 0.312
H -2.148 -7.287 2.667
H -0.667 -5.766 4.002
H 0.274 -3.761 2.872
S 0.242 1.049 -1.096
C 1.924 1.170 -1.442
C 2.395 2.451 -1.735
C 3.702 2.700 -2.126
C 4.080 4.005 -2.475
N 4.339 5.086 -2.772
C 4.600 1.611 -2.233
C 4.147 0.337 -1.924
C 2.839 0.077 -1.509
S 2.462 -1.561 -1.157
C 5.915 1.794 -2.692
N 6.993 1.904 -3.076
H 1.695 3.274 -1.677
H 4.815 -0.507 -2.024
C 2.690 2.435 3.643
N 2.116 1.194 3.213
C 1.613 0.862 2.016
N 1.234 -0.395 2.029
C 1.523 -0.803 3.279
N 2.063 0.130 4.022
C 3.962 2.801 2.910
C 4.507 4.064 3.125
C 5.703 4.433 2.533
C 6.371 3.542 1.716
C 5.821 2.283 1.479
C 4.614 1.915 2.070
C 6.543 1.351 0.645
N 7.728 1.527 0.133
N 8.039 0.416 -0.536
C 7.034 -0.405 -0.413
O 6.054 0.127 0.348
C 6.952 -1.731 -0.980
C 7.891 -2.084 -1.949
C 7.844 -3.341 -2.518
C 6.894 -4.252 -2.092
C 5.978 -3.919 -1.098
C 5.045 -5.013 -0.624
N 4.108 -4.606 0.376
C 2.814 -4.278 0.242
N 2.319 -3.926 1.405
C 3.364 -4.056 2.242
N 4.464 -4.469 1.660
C 5.983 -2.644 -0.563
H 2.914 2.322 4.709
H 1.951 3.236 3.522
H 1.545 1.533 1.184
H 1.330 -1.796 3.624
H 3.990 4.756 3.772
H 6.117 5.414 2.718
H 7.311 3.792 1.252
H 4.216 0.931 1.867
H 8.628 -1.354 -2.241
H 8.551 -3.615 -3.288
H 6.863 -5.241 -2.527
H 5.660 -5.818 -0.205
H 4.480 -5.408 -1.471
H 2.279 -4.309 -0.682
H 3.300 -3.847 3.291
H 5.251 -2.342 0.172
C -4.424 5.432 -0.340
C -3.508 4.205 -0.365
C -2.887 4.110 -1.764
C -2.329 4.435 0.586
Si -4.500 2.595 0.155
Br -2.900 1.189 0.981
C -5.388 1.724 -1.354
C -4.349 1.122 -2.307
C -6.289 0.573 -0.896
C -6.262 2.707 -2.144
C -5.622 2.826 1.759
C -4.850 3.603 2.831
C -5.978 1.476 2.395
C -6.935 3.556 1.469
H -3.897 6.298 -0.743
H -4.729 5.671 0.674
H -5.317 5.272 -0.939
H -2.288 5.003 -1.949
H -3.637 4.060 -2.548
H -2.223 3.254 -1.839
H -1.870 5.400 0.373
H -1.575 3.667 0.438
H -2.627 4.425 1.628
H -3.703 0.414 -1.792
H -3.727 1.885 -2.762
H -4.854 0.587 -3.113
H -5.740 -0.145 -0.292
H -6.678 0.045 -1.770
H -7.144 0.939 -0.331
H -5.666 3.498 -2.591
H -7.017 3.165 -1.509
H -6.771 2.176 -2.950
H -3.916 3.096 3.062
H -5.436 3.652 3.750
H -4.636 4.622 2.523
H -5.089 0.897 2.628
H -6.618 0.877 1.756
H -6.512 1.646 3.332
H -6.766 4.537 1.034
H -7.493 3.687 2.397
H -7.552 2.977 0.787
F -3.602 -3.848 2.635
C -3.751 -2.525 2.398
F -3.961 -1.959 3.596
F -4.896 -2.403 1.706
C -2.512 -1.968 1.629
O -2.628 -1.976 0.410
O -1.573 -1.620 2.330

Calculated values
HOMO = -3.98 eV
HOMO-LUMO gap = 4.821 eV
E_LUMO = 0.84 eV
net charge = -1
calculated total energy = -259385.2564 eV

=====

Record 2
Molecular formula: C11H26BN4O5
Method: DFT, wB97M-V/def2-TZVPD

Positions of all 47 atoms, in Å:
C -1.844 -1.711 0.799
C -1.838 -1.337 -0.669
O -2.417 -0.045 -0.945
B -1.595 1.024 -0.881
O -1.112 1.478 0.318
N -1.318 1.742 -2.169
C -0.749 2.985 -2.185
N -0.749 3.838 -1.198
C -0.237 5.198 -1.274
C 1.195 5.268 -1.760
O 1.990 4.368 -1.602
N -0.228 3.277 -3.410
C -0.321 2.039 -4.225
N 0.848 1.887 -5.053
C -0.484 0.978 -3.125
O 0.701 0.722 -2.421
H -2.791 -1.496 1.275
H -1.011 -1.250 1.316
H -1.674 -2.783 0.861
H -0.821 -1.429 -1.053
H -2.438 -2.054 -1.219
H -0.161 1.624 0.323
H -1.178 3.557 -0.331
H -0.255 5.605 -0.267
H -0.878 5.837 -1.875
H 1.480 6.189 -2.289
H 0.740 3.580 -3.428
H -1.179 2.108 -4.881
H 1.689 1.779 -4.498
H 0.764 1.060 -5.627
H -1.014 0.075 -3.414
H 1.217 0.050 -2.874
C 2.602 -3.460 2.825
C 1.472 -2.540 3.255
O 0.182 -3.100 3.102
C -0.073 -4.278 3.853
C 0.037 -4.085 5.355
H 2.436 -3.821 1.809
H 3.553 -2.930 2.858
H 2.687 -4.331 3.475
H 1.474 -1.646 2.628
H 1.624 -2.200 4.285
H 0.579 -5.092 3.520
H -1.092 -4.566 3.597
H 1.061 -3.873 5.667
H -0.284 -4.989 5.872
H -0.591 -3.255 5.681

Calculated values
HOMO = -11.54 eV
HOMO-LUMO gap = 8.676 eV
E_LUMO = -2.86 eV
ΔE to the lowest compared entry with this formula, charge and spin = 0.0 kcal/mol
net charge = +1
calculated total energy = -28699.4507 eV

=====

Record 3
Molecular formula: C4H8FNO
Method: DFT, wB97M-V/def2-TZVPD

Positions of all 15 atoms, in Å:
O -1.908 0.529 -0.881
C -0.711 0.704 -0.202
C 0.581 0.735 -0.881
N 1.000 -0.704 -0.765
C 0.822 -0.747 0.791
C -0.563 -0.393 0.915
F -1.261 -1.530 0.596
H -2.046 -0.411 -0.794
H -0.948 1.675 0.177
H 1.076 1.615 -0.452
H 0.327 1.110 -1.836
H 2.080 -0.720 -0.909
H 0.951 -1.766 1.099
H 1.448 0.000 1.271
H -0.850 -0.097 1.870

Calculated values
HOMO = -10.09 eV
HOMO-LUMO gap = 10.941 eV
E_LUMO = 0.85 eV
SMILES = O[C@@H]1CNC[C@@H]1F
ΔE to the lowest compared entry with this formula, charge and spin = 33.8 kcal/mol
calculated total energy = -10531.0366 eV

=====

Record 4
Molecular formula: C24H27N2O
Method: DFT, wB97M-V/def2-TZVPD

Positions of all 54 atoms, in Å:
C -2.344 0.572 3.598
O -1.023 0.121 3.195
C -0.141 1.162 2.758
C 0.814 0.730 1.661
C 1.709 1.726 1.264
C 2.752 1.423 0.413
C 2.923 0.094 -0.018
C 3.989 -0.191 -1.053
C 2.080 -0.928 0.462
C 1.033 -0.610 1.335
H -2.997 -0.302 3.684
H -2.299 1.090 4.567
H -2.853 1.244 2.882
H -0.724 2.102 2.541
H 1.592 2.740 1.647
H 3.544 2.147 0.169
H 3.948 -1.246 -1.386
H 3.856 0.517 -1.901
H 5.013 -0.028 -0.661
H 2.324 -1.973 0.222
H 0.404 -1.395 1.758
C 1.560 3.115 6.413
N 0.943 1.839 6.677
C 1.484 0.647 6.289
H 0.526 1.503 3.545
C 2.918 0.383 6.021
C 3.783 0.247 7.144
C 5.144 -0.013 6.959
C 5.709 -0.126 5.679
C 4.872 0.021 4.565
C 3.496 0.256 4.729
N 0.508 -0.279 6.472
C 0.555 -1.615 5.939
C -0.557 0.266 7.209
C -0.284 1.641 7.323
C -0.786 2.418 8.375
C -1.398 1.706 9.414
C -1.656 0.323 9.311
C -1.331 -0.403 8.161
H 0.887 3.923 6.723
H 2.515 3.248 6.943
H 1.729 3.179 5.328
H 3.376 0.315 8.165
H 5.800 -0.142 7.822
H 6.779 -0.317 5.525
H 5.293 -0.065 3.544
H 2.850 0.328 3.850
H -0.284 -2.182 6.357
H 0.455 -1.559 4.842
H 1.501 -2.105 6.201
H -0.579 3.498 8.436
H -1.581 2.209 10.363
H -2.022 -0.216 10.184
H -1.538 -1.477 8.067

Calculated values
HOMO = -10.94 eV
HOMO-LUMO gap = 7.966 eV
E_LUMO = -2.97 eV
ΔE to the lowest compared entry with this formula, charge and spin = 30.3 kcal/mol
net charge = +1
calculated total energy = -30347.0208 eV

=====

Record 5
Molecular formula: C4H12N4ORuSSe4
Method: DFT, wB97M-V/def2-TZVPD

Positions of all 27 atoms, in Å:
Ru 1.948 -0.545 -0.987
Se 0.812 -0.280 -3.188
Se 1.038 -2.477 -4.054
Se 1.025 -3.704 -2.015
Se 2.778 -2.777 -0.670
N 2.226 0.008 1.115
N 1.698 1.323 1.244
C 1.905 2.144 0.205
N 1.684 3.470 0.284
S 2.882 1.496 -1.126
H 1.889 -0.648 1.787
H 3.238 0.149 1.021
H 1.373 1.583 2.162
H 1.104 3.819 1.047
H 1.774 4.038 -0.590
C -2.149 -1.545 1.335
N -2.157 -0.411 0.396
C -3.399 0.001 -0.219
C -1.004 -0.218 -0.295
O -0.010 -0.973 -0.177
H -2.955 -2.225 1.110
H -2.324 -1.212 2.362
H -1.159 -1.954 1.264
H -3.289 0.971 -0.734
H -4.181 0.030 0.563
H -3.808 -0.743 -0.945
H -0.937 0.678 -0.895

Calculated values
HOMO (alpha / beta) = -14.73 / -14.97 eV
HOMO-LUMO gap (alpha / beta) = 6.988 / 5.691 eV
E_LUMO (alpha / beta) = -7.75 / -9.28 eV
⟨S²⟩ = 6.03
ΔE to the lowest compared entry with this formula, charge and spin = 24.6 kcal/mol
net charge = +2
multiplicity = 5
calculated total energy = -287136.1963 eV

=====

Record 6
Molecular formula: C4H7N3
Method: DFT, wB97M-V/def2-TZVPD

Positions of all 14 atoms, in Å:
C -0.138 -1.656 0.563
N -1.114 1.280 0.603
C -0.493 0.565 -0.494
C -0.660 -0.868 -0.574
N 1.094 -1.162 -0.057
N 2.072 0.954 -0.505
C 1.105 0.172 -0.256
H -0.738 2.219 0.691
H -0.975 0.826 1.500
H 1.802 1.934 -0.545
H -0.329 -1.305 1.577
H -0.218 -2.736 0.481
H -0.609 1.096 -1.437
H -0.800 -1.318 -1.547

Calculated values
HOMO = -8.32 eV
HOMO-LUMO gap = 8.672 eV
E_LUMO = 0.35 eV
ΔE to the lowest compared entry with this formula, charge and spin = 79.0 kcal/mol
calculated total energy = -8728.2533 eV

=====

Record 7
Molecular formula: C20H53CrFN3O7
Method: DFT, wB97M-V/def2-TZVPD

Positions of all 85 atoms, in Å:
Cr -7.630 37.146 -5.007
F -6.654 35.583 -6.021
C -9.199 36.005 -8.312
C -10.165 36.823 -7.343
C -11.648 36.369 -7.468
O -12.403 36.978 -6.432
C -13.692 36.411 -6.481
N -9.701 36.594 -5.968
H -8.176 36.372 -8.232
H -9.482 36.157 -9.354
H -9.271 34.931 -8.141
H -10.115 37.883 -7.590
H -11.701 35.281 -7.423
H -12.067 36.518 -8.464
H -13.678 35.369 -6.159
H -14.156 36.642 -7.440
H -14.298 37.011 -5.802
H -9.890 35.609 -5.849
H -10.523 36.975 -5.520
C -8.862 35.807 -2.251
O -7.781 35.866 -3.172
C -6.467 35.853 -2.506
C -5.305 36.399 -3.347
N -5.708 37.641 -4.006
C -4.875 37.913 -5.183
C -5.598 38.946 -6.069
O -6.926 38.679 -6.431
C -7.333 39.464 -7.594
H -8.903 34.932 -1.603
H -9.814 35.782 -2.782
H -8.886 36.660 -1.573
H -6.335 34.833 -2.145
H -6.629 36.454 -1.611
H -4.973 35.573 -3.976
H -4.469 36.597 -2.676
H -5.493 38.298 -3.269
H -4.560 36.983 -5.655
H -3.999 38.464 -4.840
H -4.951 39.126 -6.927
H -5.614 39.837 -5.442
H -6.752 39.240 -8.489
H -7.298 40.494 -7.239
H -8.322 39.109 -7.884
C -11.356 34.150 -4.571
O -9.950 33.930 -4.896
C -9.678 32.529 -4.939
C -8.162 32.208 -5.007
N -7.262 32.654 -6.125
C -7.778 32.324 -7.470
C -6.833 32.967 -8.548
O -7.568 33.105 -9.739
C -6.762 33.641 -10.822
H -11.459 35.210 -4.801
H -11.630 34.110 -3.517
H -12.069 33.627 -5.209
H -10.063 32.024 -5.824
H -10.225 32.032 -4.138
H -8.051 31.128 -5.094
H -7.611 32.522 -4.121
H -6.918 33.590 -5.960
H -8.813 32.644 -7.596
H -7.784 31.248 -7.647
H -5.921 32.374 -8.621
H -6.627 34.013 -8.319
H -6.208 34.527 -10.509
H -7.379 33.830 -11.700
H -6.077 32.841 -11.102
C -2.499 32.976 -6.849
C -3.668 33.216 -5.958
O -3.837 34.643 -5.979
H -2.554 33.568 -7.763
H -2.495 31.910 -7.075
H -1.553 33.351 -6.458
H -3.472 32.902 -4.933
H -4.556 32.705 -6.331
H -4.771 34.866 -6.014
C -3.641 36.809 -9.907
C -4.192 36.288 -8.593
O -5.558 36.465 -8.640
H -3.763 36.009 -10.637
H -2.632 37.220 -9.899
H -4.158 37.719 -10.212
H -3.806 36.989 -7.853
H -3.800 35.271 -8.600
H -5.900 36.001 -7.873

Calculated values
HOMO (alpha / beta) = -14.46 / -14.63 eV
HOMO-LUMO gap (alpha / beta) = 9.422 / 5.191 eV
E_LUMO (alpha / beta) = -5.04 / -9.44 eV
⟨S²⟩ = 8.76
net charge = +2
multiplicity = 6
calculated total energy = -71522.9090 eV

=====

Record 8
Molecular formula: C3H10NO2PS
Method: DFT, wB97M-V/def2-TZVPD

Positions of all 18 atoms, in Å:
C -1.096 1.408 -0.898
C 1.148 0.443 -1.426
C -0.342 0.092 -1.294
N 1.081 -0.606 2.185
O -0.445 -2.612 1.782
O -0.592 -1.047 -0.638
P -0.519 -1.078 1.946
S -1.981 -0.307 2.878
H -0.807 1.742 0.135
H -0.487 2.061 -1.528
H -2.065 1.576 -1.150
H 1.670 0.322 -0.452
H 1.162 1.533 -1.667
H 1.619 -0.127 -2.205
H -0.706 -0.262 -2.352
H 1.185 0.356 2.588
H 1.644 -0.755 1.301
H -0.468 -2.738 0.794

Calculated values
HOMO (alpha / beta) = -8.53 / -8.53 eV
HOMO-LUMO gap (alpha / beta) = 7.640 / 7.643 eV
E_LUMO (alpha / beta) = -0.89 / -0.89 eV
ΔE to the lowest compared entry with this formula, charge and spin = 61.1 kcal/mol
calculated total energy = -28980.9869 eV

=====

Record 9
Molecular formula: C6H13N
Method: DFT, wB97M-V/def2-TZVPD

Positions of all 20 atoms, in Å:
C -0.609 -1.041 -2.152
C -1.159 -0.790 -0.735
C -0.098 -0.440 0.319
C 0.564 -1.543 1.085
C 0.169 0.854 0.508
C 0.932 1.315 1.714
N -0.076 1.836 -0.478
H -0.379 -2.097 -2.247
H 0.182 -0.315 -2.336
H -1.317 -0.811 -2.956
H -1.828 0.073 -0.747
H -1.723 -1.614 -0.331
H 1.651 -1.560 1.019
H 0.249 -1.424 2.131
H 0.182 -2.537 0.852
H 1.055 2.396 1.819
H 0.474 0.973 2.641
H 1.969 0.958 1.687
H 0.199 1.500 -1.388
H 0.399 2.707 -0.300

Calculated values
HOMO = -7.57 eV
HOMO-LUMO gap = 8.582 eV
E_LUMO = 1.01 eV
SMILES = CC/C(C)=C(/C)N
ΔE to the lowest compared entry with this formula, charge and spin = 15.7 kcal/mol
calculated total energy = -7922.1527 eV

=====

Record 10
Molecular formula: C4H8O3
Method: DFT, wB97M-V/def2-TZVPD

Positions of all 15 atoms, in Å:
C 2.226 -0.571 0.332
C 0.909 0.120 -0.014
C 0.061 -0.833 -0.802
O -0.862 -1.479 -0.346
H 2.070 -1.314 1.120
H 2.969 0.151 0.669
H 2.655 -1.078 -0.538
H 1.093 1.009 -0.624
H 0.367 0.430 0.887
H 0.364 -0.999 -1.855
O -1.538 1.550 -0.633
C -2.470 1.292 0.093
O -2.613 0.206 0.840
H -3.334 1.959 0.230
H -1.898 -0.444 0.640

Calculated values
HOMO = -10.37 eV
HOMO-LUMO gap = 11.177 eV
E_LUMO = 0.80 eV
SMILES = CCC=O.O=CO
ΔE to the lowest compared entry with this formula, charge and spin = 20.3 kcal/mol
calculated total energy = -10420.1238 eV